1.
Molecular formula: C40H90N8O21
Method: DFT, wB97M-V/def2-TZVPD

```
159
Properties=species:S:1:pos:R:3
C 2.9313 1.0585 -4.8249
O 3.0801 -0.1261 -4.0343
H 3.8926 1.5314 -5.0509
H 2.5425 0.8041 -5.8180
H 2.2501 1.7105 -4.2996
H 3.5150 -0.7941 -4.5717
C -1.5093 2.2699 3.4042
O -0.5026 3.2182 3.1082
H -1.9572 2.3829 4.3973
H -2.3454 2.4220 2.7066
H -1.1266 1.2545 3.3385
H -0.7023 4.0271 3.5863
C 1.5618 4.7747 1.2168
O 2.1774 5.7721 0.4337
H 1.3818 3.8380 0.6628
H 2.0946 4.4823 2.1227
H 0.5592 5.1431 1.4342
H 3.0930 5.5230 0.2725
C 1.5999 -5.6819 0.8035
O 0.8245 -5.7509 -0.3909
H 2.5766 -6.1435 0.6492
H 1.6869 -4.6577 1.1705
H 1.0627 -6.2067 1.5964
H 1.3187 -5.2184 -1.0415
C 2.6138 1.0435 3.1491
C 3.2649 2.1040 3.9929
C 4.4156 1.6101 4.8950
O 5.3748 2.6537 4.8264
C 5.1855 3.3323 3.6650
O 5.9973 4.0144 3.1424
O 3.9748 3.0451 3.1441
H 1.7971 0.5636 3.6990
H 3.2965 0.2144 2.9389
H 2.2016 1.3815 2.2002
H 2.5563 2.6441 4.6257
H 4.7789 0.6335 4.5576
H 4.1137 1.4842 5.9338
C 5.1030 -3.7979 4.6585
C 4.0729 -2.7998 5.1569
C 2.7361 -2.7810 4.3909
O 1.7887 -3.4152 5.2429
C 2.3763 -3.7566 6.4124
O 1.8737 -4.3788 7.2804
O 3.6512 -3.3096 6.4593
H 5.9191 -3.8559 5.3757
H 5.4774 -3.4815 3.6799
H 4.6792 -4.7909 4.5038
H 4.4923 -1.7969 5.2037
H 2.7564 -3.2515 3.4094
H 2.3972 -1.7641 4.1863
C 0.1448 0.1412 -1.6717
C -0.0076 0.4951 -0.2221
C -1.4556 0.3229 0.2786
O -1.3786 -0.6634 1.3066
C -0.0907 -0.9348 1.5819
O 0.2899 -1.6598 2.4380
O 0.7181 -0.4023 0.6274
H -0.5722 0.6911 -2.2825
H -0.1343 -0.9077 -1.8127
H 1.1229 0.2354 -2.1455
H 0.2643 1.5388 -0.0422
H -2.0686 -0.1133 -0.5161
H -1.9059 1.2379 0.6477
C 4.2308 -1.1964 0.8364
O 4.6096 -1.7218 1.8711
N 4.6796 -0.0207 0.3672
C 4.1723 0.5726 -0.8284
C 5.6567 0.7982 1.0733
H 3.4402 -1.6523 0.2201
H 4.8239 0.4886 -1.7031
H 3.9668 1.6408 -0.6950
H 3.2012 0.1796 -1.1418
H 6.6479 0.5450 0.6761
H 5.4070 1.8433 0.9422
H 5.7672 0.4829 2.1108
C -2.3243 1.5969 -4.3216
O -1.3799 1.2887 -5.0179
N -3.3668 2.3378 -4.7668
C -4.3889 2.7968 -3.8378
C -3.4490 2.7468 -6.1578
H -2.4746 1.2598 -3.2842
H -3.9815 2.7670 -2.8232
H -5.2095 2.0742 -3.7967
H -4.6546 3.8163 -4.0925
H -4.2805 3.4441 -6.2633
H -2.5385 3.2655 -6.4531
H -3.6875 1.9106 -6.8157
C -2.5770 4.0914 -0.2555
O -2.0836 3.2171 -0.9485
N -2.7372 5.3827 -0.6204
C -3.3874 6.3241 0.2718
C -2.3162 5.8904 -1.9009
H -2.9674 3.9133 0.7582
H -4.2234 6.7981 -0.2419
H -2.6608 7.0482 0.6460
H -3.7975 5.8284 1.1515
H -1.6659 5.1703 -2.3857
H -3.1595 6.0508 -2.5832
H -1.8237 6.8529 -1.7616
C -6.3727 -0.8122 -0.0428
O -6.5855 -1.8994 0.4508
N -5.4330 0.0524 0.3826
C -5.0277 1.2057 -0.3762
C -4.5319 -0.3287 1.4517
H -6.9341 -0.4249 -0.9114
H -4.0953 1.0606 -0.9291
H -4.8914 2.0505 0.3062
H -5.8115 1.5099 -1.0716
H -3.9709 0.5016 1.8779
H -5.0234 -0.8410 2.2726
H -3.8105 -0.9789 0.9512
C 1.8256 -3.2445 -2.7279
O 2.3416 -4.0838 -2.0091
N 0.7358 -3.4589 -3.4787
C 0.1468 -2.4065 -4.3012
C 0.1037 -4.7463 -3.5817
H 2.2753 -2.2512 -2.8796
H -0.8158 -2.1127 -3.8683
H 0.0015 -2.7348 -5.3291
H 0.7608 -1.5051 -4.2991
H 0.2411 -5.3502 -2.6849
H -0.9755 -4.5976 -3.6410
H 0.4837 -5.3089 -4.4349
C -1.1221 -5.5811 4.4647
O -0.9043 -6.7280 4.7906
N -2.1902 -5.1829 3.7209
C -2.3757 -3.8062 3.3032
C -3.2547 -6.1014 3.3742
H -0.4696 -4.7423 4.7558
H -3.3774 -3.4357 3.5398
H -2.2487 -3.8122 2.2151
H -1.6703 -3.1095 3.7493
H -3.0732 -7.0768 3.8132
H -4.1778 -5.7273 3.8318
H -3.3682 -6.1871 2.2922
C 2.5412 4.9928 -3.2628
O 3.0605 5.6907 -4.1090
N 1.5443 4.1100 -3.4766
C 0.8500 3.4444 -2.3822
C 0.9668 3.9881 -4.7946
H 2.8613 5.0248 -2.2062
H 0.4450 2.5155 -2.7806
H 0.0032 4.0383 -2.0473
H 1.5581 3.1903 -1.5940
H 0.7916 2.9594 -5.1022
H 0.0763 4.6087 -4.9181
H 1.7257 4.3510 -5.4904
C -3.4871 -2.5030 -2.4357
O -3.1242 -1.3333 -2.4845
N -2.9368 -3.4293 -1.6349
C -3.5979 -4.6996 -1.4434
C -2.0255 -3.0180 -0.5902
H -4.3100 -2.8966 -3.0500
H -4.2268 -4.6475 -0.5509
H -2.8688 -5.5072 -1.3724
H -4.2329 -4.9753 -2.2862
H -1.2777 -2.3389 -0.9966
H -2.5395 -2.4771 0.2072
H -1.4953 -3.8833 -0.1929
```

Orbital gap ... 0.312 Ha
LUMO ... -0.2467 eV
E_HOMO ... -8.737 eV

=====

2.
Molecular formula: C40H98AsF6N6O18Pb
Method: DFT, wB97M-V/def2-TZVPD

```
170
Properties=species:S:1:pos:R:3
Pb -5.1035 -5.3626 3.5264
As 0.2554 -2.0861 -0.1431
F -0.9350 -2.2940 -1.4870
F -0.3162 -0.3865 0.1039
F 1.5058 -1.8781 1.1752
F 0.7952 -3.8343 -0.3104
F 1.3997 -1.6025 -1.4022
F -1.0070 -2.6227 1.0358
C 3.1291 0.9533 -9.9517
C 2.6005 0.7861 -8.5137
C 1.0163 0.6760 -8.3290
O 0.4253 1.8016 -8.9113
C -0.1925 1.5064 -10.1376
N 3.2478 -0.4055 -7.9597
H 2.7411 0.1156 -10.5313
H 4.2134 0.8452 -9.9762
H 2.9089 1.9018 -10.4416
H 2.9606 1.6148 -7.9041
H 0.8763 0.9595 -7.2859
H 0.4702 -0.2472 -8.5231
H -0.5997 2.4104 -10.5906
H -1.0371 0.8209 -10.0686
H 0.5150 1.0922 -10.8559
H 2.9848 -0.3361 -6.9871
H 4.2283 -0.2007 -7.8301
C -4.4571 -6.3813 10.4781
C -4.0670 -5.8183 9.1402
C -2.5886 -5.5235 8.9652
O -2.3462 -5.2880 7.5904
C -0.9899 -5.3138 7.1943
N -4.4865 -6.7434 8.1617
H -5.5145 -6.6457 10.4857
H -4.2954 -5.6730 11.2908
H -3.9267 -7.2666 10.8288
H -4.6419 -4.8931 9.0995
H -2.1292 -6.4996 9.1213
H -2.0649 -4.7664 9.5488
H -0.4005 -6.1809 7.4924
H -0.4415 -4.4821 7.6366
H -0.9367 -5.3161 6.1056
H -5.3993 -7.0903 8.4195
H -3.8471 -7.5253 8.1515
C -1.3718 -7.6860 -5.3636
C -2.4249 -8.3448 -4.4194
C -3.0494 -9.6177 -4.9729
O -3.8750 -10.2248 -3.9359
C -4.7686 -11.2099 -4.4533
N -1.6985 -8.7348 -3.1946
H -1.8385 -7.3208 -6.2784
H -0.6274 -8.3863 -5.7425
H -0.8329 -6.8491 -4.9194
H -3.2124 -7.6169 -4.2246
H -2.3093 -10.2990 -5.3926
H -3.6386 -9.4643 -5.8771
H -5.5405 -10.8099 -5.1108
H -5.2349 -11.6847 -3.5901
H -4.1191 -11.9302 -4.9507
H -1.1152 -7.9561 -2.9237
H -0.9390 -9.3629 -3.4152
C 7.7643 -6.6712 -0.7130
C 7.8557 -6.4906 -2.2398
C 8.9458 -7.1736 -3.0002
O 8.9651 -6.5903 -4.3215
C 10.1857 -7.0091 -4.9772
N 6.5132 -6.9852 -2.6341
H 8.7060 -6.3343 -0.2797
H 7.5569 -7.7302 -0.5592
H 6.9986 -6.0682 -0.2249
H 7.9336 -5.4184 -2.4201
H 8.7014 -8.2349 -3.0450
H 9.8230 -7.0550 -2.3641
H 10.0825 -6.9945 -6.0622
H 10.5230 -8.0256 -4.7749
H 11.0117 -6.3958 -4.6173
H 5.8177 -6.4911 -2.0933
H 6.3213 -6.7572 -3.5991
C -11.7143 -4.2724 2.0798
C -10.1573 -4.2487 2.0885
C -9.7209 -3.0756 1.1694
O -8.3051 -2.8575 1.2714
C -7.9314 -1.7866 0.3915
N -9.6413 -4.1514 3.4625
H -12.1123 -3.2824 2.3028
H -12.1849 -5.0683 2.6569
H -12.0346 -4.5532 1.0765
H -9.7922 -5.1934 1.6857
H -10.2068 -2.1346 1.4275
H -9.9747 -3.3054 0.1346
H -6.8690 -1.5442 0.4135
H -8.5043 -0.8934 0.6405
H -8.2018 -2.1544 -0.5983
H -10.1464 -4.8334 4.0101
H -10.0603 -3.2911 3.7857
C 1.9365 7.6120 -0.4023
C 2.3300 7.8692 -1.8281
C 3.6021 8.7250 -2.0261
O 3.5761 9.9015 -1.2602
C 4.7868 10.6433 -1.3267
N 2.4205 6.5566 -2.3402
H 1.5409 8.4863 0.1145
H 2.8716 7.4123 0.1211
H 1.1656 6.8683 -0.2002
H 1.5706 8.4218 -2.3813
H 3.7040 9.0628 -3.0574
H 4.4713 8.1890 -1.6448
H 4.6842 11.4941 -0.6530
H 5.0632 11.0395 -2.3038
H 5.7116 10.1286 -1.0663
H 3.0239 6.0224 -1.7314
H 1.5317 6.0836 -2.2603
C -7.8007 3.5054 3.4971
C -7.6960 3.0824 4.9778
O -7.3559 1.7336 5.0369
C -6.0234 1.3549 5.1078
O -5.6609 0.1855 5.2137
O -5.1762 2.4231 4.9951
C -3.7620 2.3134 4.8196
H -8.4591 2.8630 2.9124
H -6.8189 3.6789 3.0565
H -8.2623 4.4894 3.4150
H -8.6307 3.0659 5.5384
H -7.0824 3.7345 5.5994
H -3.4478 1.3024 4.5604
H -3.1767 2.7012 5.6533
H -3.5442 2.8566 3.9000
C 7.6974 2.8068 -0.6257
C 9.0427 3.3363 -0.1371
O 8.8942 4.6654 0.3480
C 9.9578 5.4449 0.4016
O 11.0947 5.2326 -0.0042
O 9.5621 6.6358 0.8276
C 10.4662 7.7149 0.9834
H 7.8405 1.7801 -0.9626
H 7.2387 3.4698 -1.3592
H 7.0552 2.5848 0.2267
H 9.8291 3.2835 -0.8901
H 9.3770 2.7102 0.6901
H 11.1737 7.7965 0.1582
H 11.0403 7.6766 1.9091
H 9.8963 8.6404 0.9016
C -11.2120 8.3543 -2.0837
C -9.9978 8.2938 -3.1496
O -8.9074 7.4929 -2.6809
C -7.7382 7.4310 -3.3330
O -7.4582 8.0459 -4.3950
O -7.0305 6.4816 -2.7808
C -5.8232 6.0235 -3.3424
H -12.0536 8.8312 -2.5860
H -10.9108 8.9378 -1.2136
H -11.5195 7.3853 -1.6906
H -9.5690 9.2823 -3.3138
H -10.2929 7.8688 -4.1090
H -6.0891 5.5295 -4.2769
H -5.3226 5.2725 -2.7312
H -5.1066 6.8346 -3.4713
C 6.2608 2.8865 6.7557
C 7.0257 3.6401 5.7508
O 7.5613 4.8076 6.2866
C 8.9045 4.9207 6.5166
O 9.7688 4.1925 5.9675
O 9.1044 6.0686 7.1499
C 10.3860 6.5154 7.5084
H 5.6096 2.2140 6.1974
H 5.5997 3.5098 7.3579
H 6.9238 2.3034 7.3949
H 6.4250 4.0494 4.9385
H 7.8335 3.0694 5.2928
H 11.0198 5.7290 7.9182
H 10.2939 7.3127 8.2460
H 10.9538 6.8799 6.6523
```

Charge ... +1
Orbital gap ... 0.034 Ha
LUMO ... -9.0318 eV
E_HOMO ... -9.961 eV

=====

3.
Molecular formula: C40H99BN9O17Pb
Method: DFT, wB97M-V/def2-TZVPD

```
167
Properties=species:S:1:pos:R:3
Pb -2.1710 4.2821 -2.7903
O 3.5434 -2.0040 -0.1252
C 2.5793 -1.3424 0.0684
O 1.8139 -0.7461 -0.8451
B 0.6836 -0.0745 -0.2117
O 0.9238 -0.2226 1.2102
C 2.0152 -0.9515 1.4529
O 2.4853 -1.1526 2.5173
O -0.5693 -0.6942 -0.6848
C -1.3873 0.2390 -1.0706
O -2.4376 0.0216 -1.6074
C -0.6639 1.6127 -0.9462
O 0.5280 1.3797 -0.5306
O -1.1047 2.6968 -1.2594
C -3.0327 -1.4268 1.9654
C -2.7130 -0.1545 2.7518
C -3.0913 1.1049 1.9739
O -3.0998 2.2891 2.7964
C -1.8582 2.7804 3.2494
N -3.4944 -0.2167 4.0048
H -3.1765 -2.2573 2.6490
H -2.3102 -1.6136 1.1690
H -3.9731 -1.2816 1.4134
H -1.6384 -0.1401 2.9633
H -4.1680 1.1037 1.7653
H -2.5070 1.3383 1.0718
H -1.1176 2.8932 2.4550
H -1.4890 2.2627 4.1447
H -2.0555 3.7584 3.7053
H -4.4792 -0.3144 3.7698
H -3.4012 0.7094 4.4188
C 5.4597 -0.9733 3.6448
C 5.2544 -2.4203 4.0784
C 5.6099 -3.4033 2.9785
O 5.3238 -4.7363 3.4121
C 6.4620 -5.5672 3.5160
N 6.0599 -2.6281 5.2978
H 5.1814 -0.3414 4.4869
H 4.9386 -0.7375 2.7168
H 6.4922 -0.7080 3.3732
H 4.1832 -2.4726 4.2884
H 6.6837 -3.3088 2.7847
H 5.0048 -3.2739 2.0805
H 6.9003 -5.7488 2.5257
H 6.1397 -6.5445 3.8848
H 7.2179 -5.2169 4.2295
H 6.9606 -2.1725 5.1589
H 6.3273 -3.6099 5.3197
C 2.7867 -3.8072 -7.7034
C 3.7387 -4.2072 -6.5822
C 3.0116 -4.2224 -5.2460
O 2.4980 -2.9712 -4.8878
C 1.9921 -2.9202 -3.5731
N 4.2964 -5.5368 -6.8415
H 3.1930 -3.9760 -8.6978
H 2.5981 -2.7358 -7.5970
H 1.8135 -4.2901 -7.5772
H 4.5444 -3.4688 -6.5895
H 3.6844 -4.6171 -4.4646
H 2.2324 -5.0053 -5.3237
H 1.8316 -1.8653 -3.3579
H 2.7515 -3.2808 -2.8722
H 1.0509 -3.4687 -3.4926
H 3.5549 -6.1675 -7.1344
H 4.6420 -5.9467 -5.9778
C 0.7809 -1.6247 5.3125
C 0.2797 -0.7622 6.4701
C 1.3687 -0.0491 7.2577
O 2.4444 -0.9167 7.5853
C 2.1774 -1.9346 8.5118
N -0.8002 0.1279 6.0009
H 1.2710 -1.0678 4.5181
H -0.0903 -2.1017 4.8517
H 1.3843 -2.4327 5.7325
H -0.1824 -1.3648 7.2646
H 0.9964 0.4122 8.1791
H 1.8798 0.6947 6.6334
H 1.1858 -1.8399 8.9638
H 2.9092 -1.9115 9.3277
H 2.3052 -2.9359 8.0870
H -0.3811 0.8165 5.3783
H -1.4447 -0.4088 5.4306
C 2.2501 2.6345 2.1593
C 2.3917 4.0308 1.5739
C 1.9905 5.1603 2.5162
O 0.7365 4.9243 3.0975
C 0.4924 5.7913 4.2100
N 3.8220 4.1999 1.2015
H 1.3975 2.5031 2.8368
H 2.9948 2.3403 2.9073
H 2.1929 1.9762 1.3029
H 1.8375 4.0754 0.6308
H 1.9934 6.1080 1.9484
H 2.7610 5.2581 3.2941
H 1.2906 5.6760 4.9489
H -0.4729 5.4981 4.6057
H 0.5330 6.8248 3.8492
H 4.3848 4.2266 2.0514
H 3.9226 5.1694 0.8858
C -0.4394 -4.0307 0.6432
C 0.1903 -5.2064 -0.1141
C -0.4480 -5.5652 -1.4394
O -1.8385 -5.3881 -1.4522
C -2.6080 -6.5641 -1.5477
N 1.6593 -5.2571 -0.0765
H -1.4858 -4.2407 0.8362
H -0.2168 -3.1983 -0.0383
H 0.0997 -3.8011 1.5624
H -0.0563 -6.1257 0.4518
H -0.0160 -6.4840 -1.8572
H -0.0260 -4.9074 -2.2312
H -2.8811 -6.9662 -0.5635
H -2.0683 -7.3746 -2.0485
H -3.5260 -6.3777 -2.1024
H 1.9601 -5.3779 0.8911
H 2.0044 -4.2912 -0.1597
C -5.2465 -1.1803 -4.0432
C -4.1950 -0.8731 -5.1037
C -4.8723 -0.4561 -6.3878
O -5.6446 -1.5443 -6.8504
C -6.8831 -1.1315 -7.3974
N -3.2689 0.1754 -4.5565
H -5.9830 -0.3698 -4.0411
H -4.8304 -1.2690 -3.0391
H -5.7449 -2.1108 -4.3056
H -3.5446 -1.7373 -5.2699
H -4.1610 -0.2211 -7.1902
H -5.4250 0.4651 -6.1560
H -7.4772 -0.6976 -6.5854
H -7.4378 -2.0184 -7.7064
H -6.7941 -0.4865 -8.2735
H -2.3505 0.0596 -4.9846
H -3.0572 -0.2013 -3.6264
C -6.2232 2.4778 -1.9022
C -4.9094 3.2223 -1.9742
C -4.5550 3.7142 -0.5837
O -3.3939 4.5694 -0.5925
C -3.0707 4.9034 0.7722
N -3.7805 2.3779 -2.4566
H -7.0979 3.1226 -1.8587
H -6.1805 1.7547 -1.0814
H -6.3969 1.8086 -2.7519
H -4.9150 4.1133 -2.6211
H -4.3512 2.8197 0.0174
H -5.3525 4.2673 -0.0829
H -2.0353 5.2370 0.8343
H -3.1480 4.0136 1.4001
H -3.7401 5.6885 1.1250
H -4.1776 1.9354 -3.2955
H -3.5979 1.5412 -1.8914
C 1.1747 7.8080 -2.4157
C 0.3300 6.5698 -2.7182
C 1.1887 5.3218 -2.9328
O 0.3534 4.2115 -3.2698
C 1.1745 3.0368 -3.3852
N -0.6454 6.3111 -1.6049
H 2.2141 7.6400 -2.7076
H 1.1029 8.1359 -1.3821
H 0.8916 8.6568 -3.0418
H -0.3351 6.7012 -3.5786
H 1.7289 5.1535 -1.9954
H 1.8386 5.6010 -3.7650
H 1.9274 3.1518 -4.1635
H 0.5695 2.1422 -3.5076
H 1.7124 2.8714 -2.4443
H -1.2342 7.1253 -1.4484
H -0.1096 6.1219 -0.7601
```

Charge ... +1
Orbital gap ... 0.219 Ha
LUMO ... -3.8767 eV
Relative energy (zero: lowest compared OMol25 entry of this formula, charge and spin) ... 0.0 kcal/mol
E_HOMO ... -9.826 eV

=====

no.,energy (eV)
1,-97858.043
2,-171238.080
3,-97222.446